1.
Density functional theory data (ωB97M-V with the def2-TZVPD basis set) for a molecular structure, C14H93AlFO39 in a non-equilibrium geometry.

XYZ file:
```
148
C14H93AlFO39 | the Open Molecules 2025 dataset | ωB97M-V with the def2-TZVPD basis set
Al 3.643 0.300 -0.284
F 5.675 2.249 0.322
O 8.429 -5.641 1.921
O -1.038 3.838 -0.288
O -9.788 1.415 -2.235
O 2.405 -6.322 2.684
O 0.988 4.549 9.083
O -7.536 -0.112 -1.251
O -3.128 1.228 1.343
O 1.451 1.261 4.892
O -7.095 -0.233 10.606
O -2.646 -1.973 1.180
O 0.059 1.672 1.028
O -1.545 -4.738 -1.776
O -6.824 3.025 -2.959
O 0.291 2.146 7.426
O 2.661 -6.138 -1.048
O -2.606 1.218 6.778
O 6.182 -6.385 0.049
O 1.691 -1.094 -2.011
O 3.665 6.749 -0.777
O 0.146 -7.299 -2.174
O 10.080 -2.766 1.249
O 2.175 2.994 -3.301
O 3.656 4.562 1.167
O -5.049 1.405 -0.968
O -4.940 4.621 -12.551
O 2.453 -7.444 5.773
O 8.721 3.021 0.002
O 3.662 0.320 3.318
O -0.664 2.594 -8.058
O -4.208 -2.074 -3.899
O -8.883 -3.180 -2.426
O -0.596 -1.394 -1.791
O -5.887 -2.682 -1.435
O -3.019 2.495 3.825
O -4.849 1.418 8.889
O -2.574 4.257 -2.731
O -3.025 4.472 -5.763
O -5.451 3.168 -9.967
O -3.531 2.191 -7.591
C -0.932 -1.644 -0.442
C 4.064 -4.085 1.781
C 0.449 -0.479 -1.954
C 2.529 1.632 0.750
C 2.821 -2.367 0.685
C 6.632 0.333 -0.903
C 5.054 -1.976 1.200
C 5.140 -3.226 1.758
C 2.889 -3.612 1.244
C 3.889 -1.494 0.629
C -2.433 -1.669 -0.212
C 1.291 1.038 1.463
C 2.714 -0.074 -2.092
C 5.414 1.266 -0.735
H -2.903 3.887 -3.559
H -7.187 -1.032 10.079
H 8.786 -4.764 1.735
H -5.155 3.738 -12.865
H 1.869 -2.057 0.260
H -1.802 4.422 -0.284
H -2.933 -2.456 -0.785
H -4.352 1.205 -0.325
H -0.541 -2.647 -0.185
H -2.073 2.525 4.016
H -2.302 2.111 6.581
H 2.078 -6.352 3.591
H 6.281 -0.689 -1.050
H -1.851 -2.408 1.511
H 2.515 3.870 -3.510
H -1.244 3.189 -0.969
H 0.278 0.040 -2.916
H -5.705 -1.742 -1.295
H 7.799 3.287 -0.113
H 4.155 -5.074 2.202
H 3.175 2.139 1.464
H 1.382 1.297 2.519
H 2.952 7.394 -0.800
H -1.576 2.877 -8.195
H 1.202 -0.049 1.386
H 6.072 -3.597 2.182
H 2.173 2.368 0.016
H -0.488 -0.954 0.284
H -5.008 2.925 -9.145
H 2.136 -7.168 2.309
H -9.125 0.736 -2.419
H 0.436 0.284 -1.157
H -2.763 5.365 -6.006
H -9.325 -2.621 -1.781
H -1.815 -5.092 -2.630
H 2.707 -5.348 -0.493
H 7.191 0.360 0.037
H -3.090 1.947 -6.766
H 0.205 2.626 1.009
H 4.411 0.262 3.919
H -6.537 0.340 10.068
H 2.281 0.845 -2.530
H 3.448 -6.082 -1.600
H 3.966 5.393 0.785
H 10.843 -2.692 0.668
H -3.803 -2.881 -3.568
H 1.732 4.648 8.477
H -7.510 0.638 -0.645
H -5.196 4.611 -11.619
H 8.891 3.152 0.938
H 1.074 -7.358 -1.913
H 5.634 -5.947 0.715
H 10.124 -1.978 1.799
H -3.428 3.016 4.524
H 8.122 -5.955 1.060
H 2.907 0.481 3.907
H -6.720 3.972 -2.827
H -3.512 1.744 2.065
H 3.180 -7.519 6.399
H 7.303 0.698 -1.687
H -4.842 2.215 9.429
H 5.214 1.860 -1.636
H -1.159 -3.876 -1.988
H 1.682 -7.274 6.324
H -5.142 2.514 -10.601
H -0.250 -6.752 -1.487
H -8.171 -0.715 -0.851
H -4.094 1.524 8.293
H -2.900 0.875 5.924
H -2.852 -0.673 -0.368
H -5.536 -3.111 -0.647
H -6.314 2.630 -2.241
H 4.324 3.911 0.905
H -9.407 2.218 -2.603
H -0.241 1.470 7.861
H -3.360 4.087 -6.581
H 3.520 -0.353 -2.790
H 1.480 1.987 5.525
H -4.585 1.421 -1.812
H -0.209 3.391 -7.771
H -7.965 -3.222 -2.126
H 1.872 2.650 -4.148
H 3.439 6.118 -1.468
H 5.952 -1.363 1.219
H -5.000 -1.978 -3.359
H 2.019 -4.268 1.260
H -2.172 1.269 1.504
H 0.319 2.877 8.056
H -3.219 1.533 -8.223
H -2.309 5.150 -2.967
H 0.920 0.592 5.336
H 1.015 5.343 9.624
H 5.932 -7.312 0.111
```

Calculated values
Max |F|: 1.71 eV Å⁻¹
Lowest unoccupied orbital energy: 0.0365 Ha
Electronic energy: -3865.86665 hartree
Charge: -1
Gap between HOMO and LUMO: 5.4 eV


2.
Density functional theory data (ωB97M-V with the def2-TZVPD basis set) for 2 unconnected molecules or ions with the total composition C4H13NO2 in a non-equilibrium geometry.

XYZ file:
```
20
C4H13NO2 | the Open Molecules 2025 dataset | ωB97M-V with the def2-TZVPD basis set
O -0.615 -0.573 3.866
O -1.961 -1.071 -1.943
N -0.037 0.420 0.553
C 1.271 0.922 1.010
C -0.895 -1.224 -1.065
C -0.250 0.234 -0.838
C 0.901 0.486 -1.791
H -0.914 -0.968 3.036
H -0.692 1.126 0.918
H 0.956 1.568 -1.981
H 2.011 0.150 0.862
H -0.153 -1.852 -1.575
H 1.899 0.200 -1.479
H 0.010 0.102 3.570
H 1.489 1.842 0.459
H 1.198 1.078 2.076
H -2.675 -1.665 -1.671
H -1.038 0.889 -1.167
H 0.721 -0.032 -2.726
H -1.227 -1.634 -0.115
```

Calculated values
Expectation value of S²: 0.75
ΔE to the lowest compared entry with this formula, charge and spin: 46.3 kcal/mol
Max |F|: 3.52 eV Å⁻¹
Lowest unoccupied orbital energy (spin up / spin down): -0.1251 / -0.3113 Ha
Electronic energy: -365.07321 hartree
2S+1: 2
Charge: +1
Gap between HOMO and LUMO (spin up / spin down): 11.6 / 6.6 eV


3.
Density functional theory data (ωB97M-V with the def2-TZVPD basis set) for a molecular structure, C22H30MoO2Si in a non-equilibrium geometry.

XYZ file:
```
56
C22H30MoO2Si | the Open Molecules 2025 dataset | ωB97M-V with the def2-TZVPD basis set
Mo 1.361 -0.969 2.071
Si -1.823 1.827 -2.567
O -0.158 -0.136 3.875
O 2.100 1.364 2.544
C -3.325 0.751 -2.456
C 1.717 0.666 -4.365
C -0.006 1.314 3.800
C 1.520 -3.159 2.149
C -1.014 0.605 -4.997
C 1.409 1.850 3.713
C -3.172 -0.642 -2.416
C 0.459 0.110 0.424
C -0.592 1.154 -3.776
C 0.782 1.192 -3.463
C 0.310 -0.777 5.087
C 3.294 -1.850 1.416
C 3.533 1.416 2.542
C 1.292 0.119 -5.580
C -4.300 -1.469 -2.318
C 2.190 -2.648 0.982
C -0.072 0.086 -5.898
C 2.259 -2.720 3.312
C -5.738 0.485 -2.316
C -5.582 -0.905 -2.264
C 3.360 -1.905 2.855
C -4.616 1.317 -2.413
H 4.036 -1.340 0.807
H -0.610 1.578 2.921
H 2.084 -2.994 4.332
H -0.485 1.678 4.721
H -0.411 -0.337 -6.841
H -1.205 1.969 -1.232
H 4.137 -1.517 3.486
H 0.626 -3.764 2.206
H 0.093 -1.847 4.977
H 1.869 -2.784 -0.050
H 3.864 0.915 1.624
H -6.739 0.922 -2.276
H 2.780 0.690 -4.118
H 1.101 1.622 -2.512
H -0.194 -0.311 5.943
H 2.023 -0.280 -6.287
H -2.244 3.169 -3.040
H 1.405 -0.720 5.224
H 1.975 1.576 4.620
H 3.978 0.838 3.368
H 1.411 2.949 3.626
H 3.866 2.460 2.587
H -4.724 2.402 -2.464
H -4.169 -2.548 -2.279
H -2.079 0.574 -5.247
H -0.002 1.055 0.765
H 1.324 0.265 -0.248
H -2.172 -1.086 -2.465
H -6.456 -1.552 -2.179
H -0.269 -0.658 0.091
```

Calculated values
Expectation value of S²: 2.45
Max |F|: 5.02 eV Å⁻¹
Lowest unoccupied orbital energy (spin up / spin down): -0.3836 / -0.3391 Ha
Electronic energy: -1363.70703 hartree
2S+1: 3
Charge: +2
Gap between HOMO and LUMO (spin up / spin down): 2.6 / 3.8 eV


4.
Density functional theory data (ωB97M-V with the def2-TZVPD basis set) for a molecular structure, C27H44N3O5Si4W in a non-equilibrium geometry.

XYZ file:
```
84
C27H44N3O5Si4W | the Open Molecules 2025 dataset | ωB97M-V with the def2-TZVPD basis set
W 0.101 -0.945 -0.092
Si -1.355 -1.884 -2.023
Si -0.536 3.169 -1.657
Si -3.588 1.425 0.052
Si -1.347 1.125 -0.731
O -2.483 -0.763 3.189
O -1.401 -1.053 1.272
O 0.842 -2.946 -0.324
O 1.064 0.598 1.292
O 0.093 -3.915 1.597
N 1.830 -0.622 -1.445
N 1.273 -1.867 1.575
N 3.251 -1.690 0.073
C 3.770 -0.793 -3.411
C -4.472 2.538 -1.175
C 2.475 0.234 1.444
C 2.916 0.936 2.729
C -4.513 -0.187 0.262
C -2.447 -0.552 -2.854
C 0.721 -3.124 0.966
C -1.453 -0.827 2.562
C 0.470 0.785 2.626
C -2.456 -3.222 -1.306
C 2.656 -1.352 1.343
C 2.219 -3.461 3.887
C -3.386 2.309 1.703
C -0.097 -0.537 3.188
C -0.751 4.376 -0.229
C 3.006 -1.197 -1.181
C 0.983 -1.594 3.015
C 3.436 -2.920 3.282
C -0.267 -2.598 -3.385
C 4.003 -1.312 -2.164
C 2.563 -0.139 -3.676
C 1.634 -0.082 -2.672
C -1.535 3.685 -3.156
C 3.630 -1.990 2.333
C 1.031 -2.855 3.817
C 1.285 3.118 -2.110
C 1.620 1.374 3.437
H -2.993 1.645 2.474
H 0.124 -1.834 -4.055
H -1.792 4.526 0.043
H -3.249 -0.227 -2.190
H -0.204 4.070 0.665
H 0.669 0.378 -2.822
H -0.348 5.343 -0.542
H 4.352 -3.298 3.726
H 4.940 -1.790 -1.916
H -1.633 2.885 -3.890
H 0.568 -3.177 -2.992
H 1.883 -1.086 3.374
H -1.010 4.511 -3.643
H -0.882 -3.269 -3.990
H -4.408 2.180 -2.202
H 3.989 -2.370 0.126
H 4.529 -0.875 -4.177
H -4.112 3.567 -1.145
H -2.808 -3.856 -2.124
H -5.087 -0.137 1.189
H 4.657 -1.691 2.148
H 1.462 2.639 -3.071
H -0.339 1.504 2.472
H -5.211 -0.331 -0.564
H -3.327 -2.798 -0.806
H 2.970 0.664 0.572
H -2.941 -0.907 -3.762
H 2.331 -4.370 4.462
H -2.767 3.201 1.644
H -0.258 -0.378 4.257
H -1.933 -3.854 -0.589
H 0.156 -3.238 4.321
H 1.544 2.460 3.450
H 1.906 2.626 -1.362
H 3.522 0.279 3.350
H 1.628 4.152 -2.198
H 1.585 1.038 4.473
H -4.380 2.624 2.031
H -3.859 -1.048 0.347
H -1.866 0.327 -3.175
H -2.539 4.025 -2.902
H 3.529 1.801 2.484
H -5.529 2.552 -0.901
H 2.347 0.292 -4.642
```

Calculated values
Expectation value of S²: 2.02
ΔE to the lowest compared entry with this formula, charge and spin: 68.5 kcal/mol
Max |F|: 1.38 eV Å⁻¹
Lowest unoccupied orbital energy (spin up / spin down): -0.1469 / -0.1448 Ha
Electronic energy: -2820.61492 hartree
2S+1: 3
Charge: +1
Gap between HOMO and LUMO (spin up / spin down): 6.3 / 6.8 eV


5.
Density functional theory data (ωB97M-V with the def2-TZVPD basis set) for 2 unconnected molecules or ions with the total composition CHIN2O2S in a non-equilibrium geometry.

XYZ file:
```
8
CHIN2O2S | the Open Molecules 2025 dataset | ωB97M-V with the def2-TZVPD basis set
I -3.045 0.655 -0.132
S 1.445 0.034 0.823
O 0.755 -1.824 -0.422
O 2.443 0.709 -0.080
N -0.195 -1.678 -1.073
N -0.125 0.626 0.376
C -1.204 0.065 0.791
H -0.073 1.412 -0.284
```

Calculated values
ΔE to the lowest compared entry with this formula, charge and spin: 86.8 kcal/mol
Max |F|: 3.43 eV Å⁻¹
Lowest unoccupied orbital energy (spin up / spin down): -0.0625 / -0.0676 Ha
Electronic energy: -994.34984 hartree
Charge: 0
Gap between HOMO and LUMO (spin up / spin down): 6.7 / 6.6 eV


6.
Density functional theory data (ωB97M-V with the def2-TZVPD basis set) for a single C15H18N2O2 molecule in a non-equilibrium geometry.

XYZ file:
```
37
C15H18N2O2 | the Open Molecules 2025 dataset | ωB97M-V with the def2-TZVPD basis set
O -1.833 1.837 -2.321
O -2.755 0.182 -3.329
N 1.525 0.514 1.210
N -2.140 0.665 -2.399
C -1.221 -1.982 0.704
C -2.573 -1.343 -1.153
C 0.259 1.187 -0.708
C 0.061 -0.355 2.934
C -0.678 0.044 -0.492
C 2.759 1.307 -2.956
C -2.289 -2.233 -0.139
C -2.180 0.720 3.079
C 2.702 0.097 -2.431
C -0.880 0.803 2.868
C 2.306 -0.279 -1.035
C -1.774 -0.216 -1.324
C 0.686 -0.623 1.541
C 1.657 0.836 -0.194
C -0.426 -0.854 0.548
H -2.826 1.577 3.006
H -0.459 -1.247 3.285
H 2.502 2.200 -2.413
H -0.995 -2.681 1.497
H -2.897 -3.113 -0.002
H -3.405 -1.496 -1.822
H 2.428 0.426 1.660
H 1.270 -1.561 1.611
H -0.421 1.744 2.599
H -2.655 -0.212 3.341
H 2.985 -0.753 -3.040
H 0.309 1.460 -1.761
H 1.624 -1.134 -1.091
H 0.874 -0.128 3.627
H -0.113 2.057 -0.163
H 3.074 1.456 -3.975
H 3.207 -0.628 -0.515
H 2.292 1.727 -0.245
```

Calculated values
SMILES: C=CC[C@H]1Cc2c(cccc2[N+](=O)[O-])[C@H](CC=C)N1
ΔE to the lowest compared entry with this formula, charge and spin: 132.7 kcal/mol
Max |F|: 1.48 eV Å⁻¹
Lowest unoccupied orbital energy: -0.0092 Ha
Electronic energy: -842.24147 hartree
Charge: 0
Gap between HOMO and LUMO: 8.7 eV


Repeat the fifth record exactly.
Density functional theory data (ωB97M-V with the def2-TZVPD basis set) for 2 unconnected molecules or ions with the total composition CHIN2O2S in a non-equilibrium geometry.

XYZ file:
```
8
CHIN2O2S | the Open Molecules 2025 dataset | ωB97M-V with the def2-TZVPD basis set
I -3.045 0.655 -0.132
S 1.445 0.034 0.823
O 0.755 -1.824 -0.422
O 2.443 0.709 -0.080
N -0.195 -1.678 -1.073
N -0.125 0.626 0.376
C -1.204 0.065 0.791
H -0.073 1.412 -0.284
```

Calculated values
ΔE to the lowest compared entry with this formula, charge and spin: 86.8 kcal/mol
Max |F|: 3.43 eV Å⁻¹
Lowest unoccupied orbital energy (spin up / spin down): -0.0625 / -0.0676 Ha
Electronic energy: -994.34984 hartree
Charge: 0
Gap between HOMO and LUMO (spin up / spin down): 6.7 / 6.6 eV


Question: Which of these has the highest max |F|?
Answer: C22H30MoO2Si


Question: The highest charge belongs to which entry?
Answer: C22H30MoO2Si